Below is a molecular structure, C28H24N2O2PdS3, with properties calculated with ωB97M-V/def2-TZVPD.

E ... -2663.7896 hartree
Highest occupied orbital energy ... 0.012 Eh
ΔE to the lowest compared entry with this formula, charge and spin ... 0.0 kJ/mol
Kohn-Sham gap ... 4.0 eV
Charge ... -2

Each line ends with the Mulliken charge.
Geometry (Å):
Pd -2.10 0.39 0.67  -0.348
S -4.04 -0.34 -3.81  0.208
S -1.31 2.47 1.00  -0.644
S 1.41 3.49 1.20  -0.236
O -2.72 -1.71 0.89  -0.860
O -5.03 -0.32 -2.72  -0.617
N 0.25 -0.25 0.83  -0.555
N 0.95 0.90 1.13  -0.443
C 4.80 2.26 5.14  -0.381
C -1.34 -5.04 0.86  -0.292
C -2.19 2.99 -2.46  -0.625
C 0.35 2.04 1.07  0.360
C -3.14 1.22 -3.75  0.379
C -1.84 -2.63 1.00  1.199
C 3.49 1.87 4.89  -0.677
C -2.64 1.77 -4.92  -0.376
C -0.01 -4.83 1.22  -0.727
C -0.29 -2.74 -2.90  -0.721
C -0.46 -2.43 1.39  -0.288
C -1.68 3.55 -3.62  -0.557
C -2.12 -2.17 -4.33  -0.440
C 4.98 3.01 2.86  -0.556
C 0.47 -0.83 3.20  -1.716
C 5.54 2.84 4.12  -0.481
C 0.09 -1.10 1.77  0.898
C -0.78 -1.88 -1.93  -0.242
C -2.59 -1.30 -3.36  0.226
C -2.22 -3.99 0.78  -0.658
C -2.94 1.82 -2.52  -0.286
C 3.67 2.61 2.60  0.550
C 0.39 -3.52 1.49  -0.227
C -1.91 2.94 -4.86  -0.395
C 2.93 2.05 3.64  -0.064
C 3.07 2.77 1.23  -0.773
C -0.96 -2.89 -4.11  -0.538
C -1.95 -1.16 -2.14  0.781
H -0.07 0.05 3.55  0.333
H -3.26 -4.16 0.51  0.386
H 3.71 3.42 0.62  0.407
H -1.09 4.45 -3.57  0.376
H -3.30 1.36 -1.61  0.626
H 2.91 1.42 5.68  0.378
H -1.97 3.42 -1.49  0.280
H -0.58 -3.57 -4.87  0.344
H 0.22 -1.68 3.83  0.455
H 1.54 -0.61 3.28  0.242
H 5.24 2.13 6.12  0.345
H 1.90 1.75 3.44  0.314
H 0.70 -5.65 1.28  0.353
H 1.42 -3.34 1.79  0.317
H -2.81 1.27 -5.87  0.339
H 0.62 -3.30 -2.70  0.397
H 5.56 3.46 2.06  0.295
H 2.96 1.80 0.74  0.292
H -1.69 -6.05 0.65  0.320
H 6.56 3.16 4.29  0.342
H -0.26 -1.75 -0.98  0.309
H -2.26 -0.53 -1.32  -0.009
H -2.66 -2.26 -5.27  0.345
H -1.50 3.38 -5.76  0.337